(1)
This record from the OMol25 dataset describes 2 unconnected molecules or ions with the total composition C2H8IN2 at a distorted geometry. The level of theory is ωB97M-V with the def2-TZVPD basis set.

Last column: Löwdin charge in e.
CARTESIAN COORDINATES (ANGSTROEM)
H -1.750 0.562 -1.071  0.021
H -1.489 -1.094 -0.747  0.188
I -1.276 2.903 -1.782  0.874
N -0.196 2.279 -0.212  -0.519
H 1.232 -1.251 0.688  0.103
H 0.385 -0.017 1.640  0.095
H 0.613 0.117 -1.447  0.128
C 0.944 -0.198 0.726  -0.063
H 0.754 2.638 -0.278  -0.034
C 0.162 0.178 -0.467  -0.204
H -1.612 0.016 0.514  0.174
N -1.266 -0.134 -0.445  0.137
H 1.864 0.375 0.772  0.099

As for the energy above the lowest of the compared OMol25 structures with the same formula, charge and spin: 3.0978 eV. For the largest force on an atom, the calculation gives 4.00 eV Å⁻¹. The charge is +1. The calculation puts the orbital gap (alpha / beta) at 8.38 / 8.38 eV.

=====

(2)
This record from the OMol25 dataset describes a molecular structure, C25H52BGaN3O6S at a distorted geometry. The level of theory is ωB97M-V with the def2-TZVPD basis set.

Last column: Löwdin charge in e.
CARTESIAN COORDINATES (ANGSTROEM)
C -1.607 3.191 -2.760  -0.138
C -4.443 2.204 -1.093  -0.118
H -3.343 -0.408 5.466  0.126
H -2.236 5.629 -0.673  0.012
H -0.578 4.901 -0.132  0.059
H -0.971 3.286 0.575  0.095
H -4.636 1.418 -1.814  0.046
H -1.119 4.115 -3.050  0.060
C -3.289 5.434 -0.860  -0.202
C -0.829 -1.410 2.609  -0.482
N 0.290 3.248 -1.142  -0.150
H -2.693 -2.556 4.483  0.099
H -4.105 -1.964 3.643  0.115
H 3.169 -0.766 -4.570  0.089
H 0.616 -0.943 -2.505  0.079
C -1.432 0.070 4.594  -0.483
C 4.475 -3.481 -3.263  -0.497
B -3.681 1.576 0.089  -0.784
H 0.611 4.022 0.752  0.076
C 5.439 -2.493 -3.950  -0.039
H -3.651 6.263 -1.455  0.049
H -5.972 4.244 -3.459  -0.279
Ga -3.436 3.717 -1.999  0.249
H -0.494 -2.832 4.278  0.055
C 0.979 -1.868 -2.957  -0.032
O 2.314 -4.149 -3.325  -0.016
C 2.838 -1.932 -1.354  -0.138
S -4.699 4.345 -3.871  0.261
H 2.556 -0.966 -0.929  0.120
H 1.150 1.814 0.159  0.076
H -3.458 1.441 1.973  0.060
C 4.302 -2.234 -1.045  -0.171
H 1.639 1.671 -1.539  0.060
H 0.835 -1.003 1.271  0.091
H 6.461 -2.870 -3.892  0.083
C 4.815 -4.841 -3.867  -0.050
H 4.430 -2.350 0.034  0.111
O -5.021 4.848 0.643  0.039
H 5.456 -1.507 -3.494  0.057
C -3.044 -1.765 3.813  -0.165
H 3.949 -0.271 -3.062  0.066
H -5.392 2.594 -0.748  0.039
C -4.003 5.404 0.433  -0.403
H -2.802 -1.150 1.772  0.108
C 2.498 -1.931 -2.839  -0.484
H -2.272 0.332 0.416  0.034
H 5.188 -2.377 -5.005  0.091
C -1.422 1.536 5.021  -0.040
H 0.980 -2.209 3.533  0.090
C -2.298 -1.814 2.482  -0.118
C -0.205 -1.334 1.221  -0.028
C -0.740 2.501 -1.817  -0.570
H 0.489 -2.687 -2.433  0.079
H -0.742 -0.654 0.562  0.065
H -1.980 2.170 4.333  0.082
H 5.880 -5.042 -3.745  0.083
H -0.007 -3.416 2.714  0.086
H 0.353 -0.720 5.590  0.087
H 2.210 -2.680 -0.858  0.121
C -2.886 -0.396 4.474  -0.126
H 2.271 2.955 -0.551  0.078
N -0.682 -0.107 3.318  -0.075
C 3.017 -0.631 -3.498  -0.027
H -1.082 -1.720 5.850  0.063
O -0.840 1.333 -1.614  0.074
H 5.820 -3.670 -1.586  0.121
H -2.363 -2.818 2.057  0.130
O -0.978 0.849 2.512  -0.010
O -3.514 2.166 1.340  0.117
H -3.551 5.993 1.266  0.106
H -3.447 0.339 3.887  0.117
H -1.731 2.585 -3.646  0.069
C -0.223 3.904 0.079  -0.050
N 3.056 -3.123 -3.547  -0.088
H 4.238 -4.364 -1.307  0.124
C 4.753 -3.509 -1.757  -0.136
H 4.587 -4.864 -4.934  0.090
H 4.935 -1.390 -1.334  0.102
C 1.384 2.362 -0.752  -0.102
H 2.296 0.176 -3.378  0.074
O -3.110 0.301 -0.066  0.088
H 4.276 -5.654 -3.384  0.078
H -0.223 -2.313 0.743  0.092
H -0.402 1.918 5.091  0.094
C -0.727 -0.696 5.739  -0.036
C -0.047 -2.522 3.337  -0.036
H 0.653 -1.882 -3.998  0.096
H -1.891 1.633 6.000  0.085
H -0.906 -0.209 6.698  0.078

As for the energy above the lowest of the compared OMol25 structures with the same formula, charge and spin: 1.0408 eV. For the largest force on an atom, the calculation gives 2.83 eV Å⁻¹. The charge is -1. As for the expectation value of S²: 2.0080. The spin multiplicity is 3. The calculation puts the orbital gap (alpha / beta) at 6.85 / 6.67 eV.

=====

(3)
This record from the OMol25 dataset describes C3H6FNO2 in the gas phase at a distorted geometry. The level of theory is ωB97M-V with the def2-TZVPD basis set.

Last column: Löwdin charge in e.
CARTESIAN COORDINATES (ANGSTROEM)
N -0.540 0.251 1.232  0.083
H -1.026 0.832 -1.348  0.093
F 0.088 -1.803 0.320  0.016
C -0.049 -0.437 0.080  -0.498
O 2.400 -0.453 -0.648  0.142
O 1.624 1.391 0.352  0.115
H -0.462 -0.728 -1.996  0.094
H -1.895 -0.665 -0.961  0.089
C 1.539 0.164 -0.120  -0.449
H -0.023 -0.031 2.061  0.111
H -1.524 0.065 1.398  0.101
C -0.911 -0.230 -1.143  0.000
H 0.777 1.645 0.774  0.103

As for the energy above the lowest of the compared OMol25 structures with the same formula, charge and spin: 0.0000 eV. For the largest force on an atom, the calculation gives 3.32 eV Å⁻¹. The calculation puts the orbital gap at 10.81 eV. Its SMILES is C[C@@](N)(F)C(=O)O.

=====

(4)
This record from the OMol25 dataset describes a molecular structure, C32H36N4P2PdSe3Te at a distorted geometry. The level of theory is ωB97M-V with the def2-TZVPD basis set.

Last column: Löwdin charge in e.
CARTESIAN COORDINATES (ANGSTROEM)
C 0.388 -1.886 -5.278  -0.045
H -1.888 1.688 -2.349  0.077
H -5.434 4.029 0.697  0.119
P -1.083 1.769 0.673  0.907
C -3.844 -2.821 -1.248  -0.051
Se -0.850 -1.991 6.049  0.072
C -5.628 1.916 1.031  -0.043
H 2.110 -1.860 -6.558  0.120
H 3.000 0.819 0.175  0.130
H -3.057 -0.284 1.165  0.027
C 0.562 -0.634 -3.220  -0.339
H -0.194 -2.519 -5.935  0.119
C 2.186 -2.446 0.202  -0.177
C 4.344 -2.104 -0.695  -0.138
C -4.967 0.704 1.171  -0.058
Se -0.415 -0.569 3.000  0.175
H -0.465 -2.729 -1.250  0.095
H 2.580 -0.224 -1.193  0.059
H -3.296 0.428 -1.975  0.103
C 2.738 -0.990 2.047  -0.222
C -0.172 -1.449 -4.087  -0.071
N 2.117 -1.023 0.674  -0.186
H 5.108 -3.253 1.543  0.136
C -3.585 0.655 1.051  -0.126
C 3.007 -0.207 -0.202  -0.197
N 3.537 -2.954 0.190  -0.076
H 1.562 -3.048 0.866  0.125
C -4.100 -1.495 -1.559  -0.057
H 2.429 0.455 -3.008  0.099
C -1.739 -1.019 -1.595  -0.401
Pd 0.054 -0.182 0.596  0.362
C -2.870 1.821 0.792  -0.365
C -0.831 1.741 -2.092  -0.323
H 5.923 -1.052 1.118  0.136
C -3.535 3.044 0.675  -0.065
H -4.663 -3.518 -1.128  0.117
H -5.119 -1.151 -1.682  0.120
H 0.852 4.933 4.965  0.119
C 0.488 4.337 4.137  -0.047
C 1.678 -1.514 -5.628  -0.043
C -1.082 2.749 3.249  -0.134
Te -1.963 -3.434 4.635  0.591
N 4.093 -1.489 2.038  -0.078
H 2.128 -1.598 2.710  0.068
C -0.454 2.818 2.002  -0.372
N 4.360 -0.708 -0.234  -0.072
H 5.366 -2.480 -0.718  0.136
H -1.959 2.126 3.382  0.095
H 0.511 2.729 -0.755  0.072
H 3.488 -3.490 2.217  0.133
P -0.261 0.034 -1.738  1.008
C -4.914 3.085 0.787  -0.047
H 4.918 0.358 1.485  0.134
H -1.112 3.457 5.268  0.117
H -2.981 3.962 0.514  0.117
C 1.110 4.418 2.901  -0.055
C -1.487 -2.365 -1.297  -0.147
H 1.145 3.754 0.881  0.097
C 1.848 -0.236 -3.601  -0.106
Se -1.687 -2.373 2.421  -0.004
H -2.318 -4.298 -0.907  0.117
H -5.526 -0.199 1.376  0.116
C -3.054 -0.595 -1.727  -0.091
H 2.725 0.045 2.395  0.125
H -1.014 3.593 -0.954  0.107
C 2.404 -0.679 -4.790  -0.055
H -1.179 -1.754 -3.845  0.104
H 1.776 -2.482 -0.810  0.112
C -0.612 3.505 4.310  -0.051
H 1.954 5.080 2.759  0.117
C 0.645 3.660 1.834  -0.079
H 3.932 -2.148 -1.705  0.129
H -0.318 2.144 -2.965  0.104
C 4.088 -2.872 1.548  -0.143
H -6.705 1.954 1.119  0.118
C -2.530 -3.257 -1.118  -0.080
C -0.566 2.601 -0.866  -0.365
C 4.903 -0.673 1.129  -0.145
H 3.400 -0.360 -5.066  0.119

For the largest force on an atom, the calculation gives 1.13 eV Å⁻¹. The charge is +2. The calculation puts the orbital gap (alpha / beta) at 5.17 / 5.16 eV.

=====

(5)
This record from the OMol25 dataset describes C18H18F2N2O in the gas phase. The level of theory is ωB97M-V with the def2-TZVPD basis set.

Last column: Löwdin charge in e.
CARTESIAN COORDINATES (ANGSTROEM)
H -3.712 -2.097 0.217  0.115
C 1.411 -1.363 -0.574  -0.016
C 4.106 -1.535 0.169  -0.066
C 2.852 2.658 0.233  -0.063
C -0.026 -1.351 -1.033  -0.390
H 3.407 -2.805 1.762  0.119
H -4.722 1.660 -0.215  0.108
C -4.304 0.665 -0.364  -0.189
H -4.961 0.111 -1.035  0.114
H 3.726 3.279 0.110  0.100
C -4.127 -0.105 0.941  -0.192
H -2.541 -1.543 1.406  0.111
N -0.878 -0.629 -0.272  -0.004
O -0.357 -1.969 -2.025  0.099
N 1.707 0.998 1.503  0.125
H -0.127 -0.591 1.705  0.125
H 5.143 -1.593 0.459  0.109
C 1.823 -2.119 0.516  -0.221
H -2.363 -1.330 -1.460  0.143
C -3.157 -1.227 0.565  -0.121
C 2.746 1.790 1.308  -0.140
H -0.112 1.875 -1.172  0.112
H -1.286 0.669 1.279  0.129
C 0.709 1.032 0.628  -0.275
C -2.889 0.707 -0.936  -0.133
H 3.529 1.715 2.051  0.107
H -2.323 1.500 -0.444  0.101
C 2.410 -0.721 -1.297  -0.222
C -2.295 -0.671 -0.591  -0.254
H 4.474 -0.253 -1.523  0.121
H 1.842 3.364 -1.528  0.110
C -0.437 0.091 0.907  -0.078
F 2.066 0.025 -2.361  0.093
H -3.689 0.547 1.700  0.106
F 0.893 -2.778 1.234  0.086
H -5.069 -0.489 1.331  0.106
H -2.874 0.896 -2.008  0.117
C 1.805 2.704 -0.674  -0.059
C 3.743 -0.785 -0.936  -0.008
C 0.711 1.881 -0.475  -0.021
C 3.147 -2.211 0.901  -0.003

As for the energy above the lowest of the compared OMol25 structures with the same formula, charge and spin: 0.0000 eV. For the largest force on an atom, the calculation gives 0.46 eV Å⁻¹. The calculation puts the orbital gap at 9.88 eV. Its SMILES is O=C(c1c(F)cccc1F)N(Cc1ccccn1)C1CCCC1.

=====

(6)
This record from the OMol25 dataset describes 2 unconnected molecules or ions with the total composition C4H9O2 at a distorted geometry. The level of theory is ωB97M-V with the def2-TZVPD basis set.

Last column: Löwdin charge in e.
CARTESIAN COORDINATES (ANGSTROEM)
H -0.506 -2.509 0.449  0.041
H -2.280 3.397 1.456  -0.039
C -2.553 2.700 0.657  -0.652
H -3.326 3.073 0.024  -0.079
O 1.262 -0.737 0.973  -0.110
O 2.051 -1.167 -1.096  -0.147
H 0.575 -3.450 -0.374  0.040
C 0.207 -2.417 -0.388  -0.091
C -1.306 2.337 -0.133  -0.281
H -0.919 3.078 -0.838  0.024
H -0.503 1.937 0.486  0.049
H -1.537 1.521 -0.830  0.036
H -2.983 1.796 1.091  -0.020
C 1.308 -1.369 -0.097  -0.817
H -0.391 -2.107 -1.241  0.046

As for the energy above the lowest of the compared OMol25 structures with the same formula, charge and spin: 0.3276 eV. For the largest force on an atom, the calculation gives 2.09 eV Å⁻¹. The charge is -2. As for the expectation value of S²: 0.7505. The spin multiplicity is 2. The calculation puts the orbital gap (alpha / beta) at 2.61 / 8.12 eV.